C10H36O10 | the ωB97M-V functional and the def2-TZVPD basis

```
56
Properties=species:S:1:pos:R:3:forces:R:3:mulliken_charge:R:1
O -1.339816 -0.268559 -3.760534 -1.34 0.16 -3.80 -0.85
H -1.086628 0.566450 -4.154090 0.28 0.05 -0.43 0.25
H -0.915312 -0.268015 -2.902608 0.54 0.09 -0.47 0.44
O -2.551796 -0.517216 -1.788640 -2.27 -0.37 1.73 -0.47
H -2.618179 0.299026 -2.284198 -0.09 0.06 -0.41 0.36
H -3.088435 -1.139977 -2.278964 -0.02 -0.19 -0.21 0.23
O -0.201280 -0.111888 -1.789314 -1.55 2.25 1.15 -1.46
H 0.462264 -0.777492 -1.607888 -0.04 -0.31 0.21 0.24
H -1.000540 -0.454505 -1.389268 -0.57 -0.47 -0.51 0.49
O 0.885853 -1.703805 -0.836696 2.43 -3.65 1.16 -0.56
H 1.448177 -1.740756 -0.062968 0.12 -0.31 0.61 -0.01
H 1.038056 -2.536285 -1.283961 0.01 -0.53 -0.29 0.38
C 1.751809 1.627335 -1.715504 -0.61 -1.30 -1.09 1.06
C 0.830329 2.863155 -1.807266 2.15 0.51 0.93 -0.83
O 0.527861 3.124423 -0.469134 -0.60 2.24 0.04 -0.52
O 1.550104 0.759680 -2.832577 3.00 1.11 -1.24 -0.75
H 1.599866 1.076276 -0.787417 -0.57 1.97 -2.27 -0.88
H 2.808827 1.821547 -1.533575 0.27 0.80 -1.20 0.54
H -0.038983 2.773672 -2.458719 0.31 -0.15 -0.11 0.28
H 1.478134 3.731717 -1.925835 -0.17 0.08 -1.99 0.39
H -0.349514 3.466647 -0.282886 0.03 0.36 -0.44 0.41
H 0.906374 0.072525 -2.645421 0.68 1.30 -0.89 0.72
C -1.195864 1.676288 0.425000 -1.52 -1.64 1.27 0.38
C -1.385541 0.217718 0.742984 -0.09 1.93 0.21 -0.23
O -0.516105 -0.275807 1.797380 1.46 5.73 -0.55 -0.61
O -1.748374 2.542926 1.452169 1.08 0.14 -0.57 -0.61
H -1.729746 1.877850 -0.503669 -0.18 0.02 -0.33 0.49
H -0.128675 1.792520 0.236145 -1.70 0.20 0.94 -0.75
H -1.223303 -0.340151 -0.179270 -0.50 1.05 2.01 -1.02
H -2.391417 -0.001906 1.100864 0.07 0.09 -0.30 0.78
H 0.396339 -0.027427 1.631942 -0.49 -0.12 0.21 -0.04
H -2.459304 2.095195 1.916613 -0.02 -0.19 -0.12 0.43
C -0.062868 -3.108488 1.485210 -0.11 -1.57 -0.01 -1.67
C -1.305837 -2.377681 1.012709 -0.74 1.64 2.29 3.29
C -2.417442 -3.175287 0.501720 -0.18 -2.21 -1.82 -1.67
O -1.882009 -1.689668 2.139408 -4.39 -6.03 0.60 -0.89
H -0.410234 -3.922835 2.121045 0.02 0.06 0.43 0.45
H 0.690388 -2.557020 2.047870 -0.39 0.47 0.04 0.25
H 0.490488 -3.661931 0.726534 -0.05 0.03 -0.54 0.23
H -1.082891 -1.591862 0.290985 0.27 -1.99 0.14 -0.96
H -3.171067 -2.640602 -0.076425 0.03 0.49 0.44 0.32
H -2.916776 -3.832424 1.213715 0.16 0.24 0.27 0.36
H -1.960253 -3.825962 -0.243745 -0.16 -0.62 -0.38 0.34
H -1.341418 -0.898782 2.201484 -0.65 -1.20 2.59 0.69
C 1.782344 2.180095 1.627397 1.21 1.78 1.85 -1.22
C 2.248936 0.858404 1.054964 1.56 1.84 3.22 0.63
C 2.710470 -0.056174 2.188121 1.09 -0.42 0.27 -1.45
O 1.065092 0.370900 0.568031 2.86 -1.44 -2.63 0.26
H 0.969518 2.048294 2.341557 -0.41 -0.42 -0.26 0.28
H 1.483753 2.962020 0.929143 0.38 -0.86 0.34 0.23
H 2.492950 2.691491 2.276716 0.74 -0.34 -0.01 0.53
H 3.029885 1.001857 0.308219 -0.05 -0.22 0.05 0.37
H 1.904465 -0.334020 2.867299 -0.14 0.09 -0.09 0.29
H 3.502262 0.352576 2.815882 -0.14 0.60 -0.07 0.49
H 3.205793 -0.967822 1.853982 -0.35 -0.36 -0.44 0.36
H 1.259269 -0.046241 -0.274515 -0.70 -0.47 0.43 0.22
```
Positions in Å, forces in eV/Å.

ΔE to the lowest compared entry with this formula, charge and spin: 230.6 kcal per mole
energy: -1154.490159 hartree
LUMO energy: -0.06 eV
max |F|: 7.5 eV/Å

***

C10H38O9 | the ωB97M-V functional and the def2-TZVPD basis

```
57
Properties=species:S:1:pos:R:3:forces:R:3:mulliken_charge:R:1
C 0.858897 -3.216064 -2.630920 -0.62 -0.57 -1.89 -0.67
O 1.605857 -2.737014 -1.565400 0.07 0.81 1.79 -0.48
H 0.634607 -2.397384 -3.314700 0.63 0.20 -0.15 0.24
H 1.415967 -3.995544 -3.150720 -0.11 0.08 -0.27 0.35
H -0.152033 -3.586964 -2.461960 0.12 -0.35 1.06 0.25
H 2.225177 -3.382504 -1.216990 -0.02 -0.22 -0.47 0.30
C -2.317233 -0.105124 -2.481320 -0.57 0.60 0.96 -0.63
C -2.650403 1.200366 -3.196120 1.86 0.94 1.29 0.37
C -1.498593 2.215106 -3.034270 -0.65 0.32 0.26 -1.35
O -2.666693 0.922736 -4.529910 -0.54 -0.10 -2.40 -0.52
H -1.324903 -0.400244 -2.822330 -0.22 -0.36 0.02 0.08
H -3.093263 -0.856974 -2.624830 0.17 -0.22 -0.44 0.47
H -2.294063 0.053966 -1.403250 0.29 0.08 0.18 0.00
H -3.527933 1.740896 -2.841350 -0.60 -0.45 0.10 0.26
H -1.706083 3.136856 -3.577800 -0.15 -0.21 -0.50 0.38
H -0.564453 1.801696 -3.414480 0.06 0.00 0.24 0.30
H -1.421223 2.606896 -2.020060 0.32 -0.56 0.16 0.37
H -3.413963 0.368096 -4.765630 -0.12 -0.11 -0.02 0.33
C -2.079013 -0.056274 2.486910 2.22 0.44 -0.90 -0.80
C -3.303953 -0.175254 3.230250 -2.54 -1.49 -1.47 0.59
C -4.483023 0.714896 2.914970 -0.41 0.84 -0.31 -1.31
O -3.778853 -1.488184 3.201980 1.07 0.03 0.08 -0.19
H -2.005613 0.978166 2.151280 0.40 0.08 0.17 0.33
H -1.985593 -0.692824 1.607030 -0.39 -0.13 0.02 0.14
H -1.251113 -0.308394 3.149570 0.51 0.29 -0.29 0.31
H -2.984223 -0.117964 4.270720 -0.01 0.45 1.61 0.22
H -4.708753 0.646026 1.850820 0.29 -0.30 -0.22 0.40
H -4.271773 1.773636 3.065130 -0.09 -0.17 0.52 0.36
H -5.388113 0.366186 3.412280 -0.01 0.45 0.39 0.45
H -4.700143 -1.459084 3.470270 -0.92 -0.37 0.30 0.39
C 4.605607 2.692906 -0.526360 0.26 -1.09 -1.14 -1.38
C 4.281667 1.245866 0.008470 0.15 2.18 0.71 0.60
C 4.918257 1.113496 1.369700 0.14 -0.79 0.51 -1.37
O 2.892087 1.224246 0.132860 -1.81 0.12 -0.25 -0.45
H 5.556697 2.644836 -1.056670 0.26 0.25 0.21 0.37
H 4.612807 3.510916 0.193990 0.15 -0.55 0.51 0.33
H 3.902797 3.042996 -1.282400 -0.27 -0.46 -0.14 0.38
H 4.545227 0.409456 -0.638870 0.60 0.33 -0.36 0.22
H 4.546157 0.218846 1.868960 0.05 -0.35 -0.06 0.38
H 4.629557 1.916206 2.048230 0.15 0.30 -0.29 0.34
H 6.002127 1.014446 1.310450 0.02 0.21 0.03 0.38
H 2.574617 0.680556 0.857580 0.28 -0.11 0.26 0.16
O 1.270537 -2.417324 1.510300 -0.26 -0.01 0.10 -0.61
H 1.049987 -3.067134 2.177620 -0.12 -0.33 0.22 0.30
H 1.363837 -2.923964 0.703550 0.07 -0.05 -0.61 0.18
O 0.304947 3.148536 -0.445330 -0.37 0.42 0.10 -0.65
H 1.206947 3.055956 -0.752000 0.36 -0.15 0.06 0.33
H 0.031867 2.256686 -0.230220 0.15 -0.41 0.04 0.23
O -1.225123 -3.613904 -0.073420 0.05 -0.26 0.17 -0.64
H -0.766173 -2.776154 -0.012040 0.19 0.39 -0.18 0.33
H -2.140113 -3.400224 0.109230 -0.28 -0.06 -0.06 0.28
O 0.096437 -0.202254 -0.188790 -0.71 0.21 0.24 0.23
H 0.358637 -0.802404 0.509290 0.37 -0.19 0.24 -0.13
H 0.698637 -0.392924 -0.907970 0.36 -0.04 -0.29 0.19
O 1.845147 -0.328964 3.098480 -0.26 0.59 0.27 -0.60
H 1.484637 -1.042154 2.571590 0.18 -0.22 -0.36 0.32
H 2.182667 -0.758264 3.884620 0.25 0.04 0.24 0.31
```
Positions in Å, forces in eV/Å.

<S²>: 0.75
ΔE to the lowest compared entry with this formula, charge and spin: 0.0 kcal per mole
charge: +1
energy: -1080.522161 hartree
LUMO energy (spin up / spin down): -3.39 / -9.90 eV
max |F|: 3.3 eV/Å
spin multiplicity: 2

***

C10H40FeO18S2 | the ωB97M-V functional and the def2-TZVPD basis

```
71
Properties=species:S:1:pos:R:3:forces:R:3:mulliken_charge:R:1
Fe 6.950888 -18.287128 22.689783 0.63 0.59 0.34 1.40
S 8.893197 -18.779396 20.853791 -1.71 1.09 1.68 -0.60
O 8.591659 -19.242573 22.219183 3.26 -4.45 1.94 -0.56
O 7.759974 -17.849606 20.976057 -2.10 4.21 -3.86 -0.19
O 10.146795 -18.058020 20.750905 0.22 -0.69 0.12 1.72
O 8.677124 -19.703736 19.785483 0.54 -0.67 -0.34 -0.32
S 5.922432 -19.209729 24.917470 -2.84 -1.66 4.25 1.30
O 6.863261 -19.743639 23.972492 4.33 -4.58 -2.72 -0.52
O 4.690193 -20.008679 24.886551 0.79 1.17 0.14 -0.75
O 6.504428 -19.001743 26.228745 -0.41 -0.10 -0.35 -0.72
O 5.852254 -17.943634 24.175220 -3.25 5.10 0.00 -0.57
C 8.346559 -22.457921 17.942718 0.03 1.21 -0.19 -0.72
O 8.776551 -22.270897 19.284870 -0.04 -1.15 -0.52 -0.61
H 8.737573 -23.336354 17.429633 0.06 -0.31 0.63 0.33
H 7.259101 -22.414246 17.864278 -0.21 -0.40 0.03 0.20
H 8.676133 -21.606121 17.346075 0.13 0.03 -0.19 0.24
H 8.733659 -21.321673 19.450326 0.16 -0.12 0.20 0.62
C 12.367253 -19.901755 22.730259 -0.97 -0.61 -0.08 -0.60
O 12.428972 -18.979262 21.684585 1.09 0.23 0.05 -0.75
H 11.677947 -20.685314 22.410320 -0.40 -0.17 0.49 0.20
H 13.283694 -20.458618 22.925542 0.44 0.66 -0.20 0.30
H 12.010492 -19.404230 23.632819 0.03 -0.32 0.30 0.19
H 11.539729 -18.658809 21.481857 -0.09 -0.26 -0.02 -0.16
C 11.829890 -20.430860 18.761300 0.32 0.55 -0.67 -0.46
O 12.906623 -19.478647 18.647229 -0.68 -1.24 0.13 -0.42
H 11.529312 -20.668147 19.782417 0.18 0.17 0.19 0.17
H 10.978366 -19.984741 18.248524 0.00 -0.10 0.03 0.02
H 12.121748 -21.356355 18.263083 -0.24 -0.21 -0.07 0.46
H 13.676776 -19.984241 18.918760 0.29 0.38 0.13 0.25
C 9.853160 -16.491991 17.741759 0.34 -0.30 -0.10 -0.70
O 10.907335 -17.168563 18.453721 -1.66 1.17 -1.01 -0.38
H 10.030894 -16.627147 16.674934 -0.05 0.10 -0.01 0.31
H 8.843858 -16.844365 17.962942 -0.02 -0.73 0.05 0.18
H 9.741577 -15.427822 17.958911 0.68 0.36 0.06 0.23
H 10.474182 -17.373520 19.290866 0.79 -0.25 0.07 -0.06
C 5.409592 -20.498296 21.366702 0.06 -2.75 0.39 -0.88
O 5.432652 -19.134231 21.653287 -0.99 0.29 -1.01 -0.19
H 6.395952 -20.950389 21.262362 0.20 0.48 -0.13 0.20
H 4.946733 -21.028269 22.199992 -0.15 0.00 0.03 0.26
H 4.843160 -20.695164 20.456444 0.08 0.07 -0.05 0.43
H 4.671436 -18.842419 21.146806 0.23 1.08 0.37 0.28
C 5.854314 -19.368679 17.790363 0.24 -0.83 -1.14 -0.51
O 7.246768 -19.492745 17.600180 -0.51 0.40 -0.28 -0.52
H 5.475218 -19.284640 16.771129 -0.28 0.49 0.03 0.36
H 5.393878 -20.303687 18.115161 0.05 -0.15 0.56 0.18
H 5.490246 -18.537754 18.395891 0.31 0.19 0.15 0.06
H 7.732984 -19.587593 18.427677 -0.17 0.18 0.24 0.29
C 9.398541 -17.567522 24.606809 0.83 -0.03 0.00 -0.90
O 8.347408 -17.080476 23.734040 1.00 0.01 0.70 -0.17
H 10.386941 -17.512491 24.148668 -0.16 0.13 -0.64 0.19
H 9.511763 -16.948946 25.497090 -0.63 -0.06 0.12 0.43
H 9.262454 -18.614310 24.874639 -0.66 0.23 -0.08 0.31
H 8.357361 -16.121016 23.767299 -0.12 0.02 -0.15 0.15
C 9.996150 -14.953617 21.084933 0.32 -0.08 1.02 -0.42
O 10.813209 -15.837065 21.868404 -0.45 1.02 -0.17 -0.54
H 9.593600 -14.190445 21.753036 -0.08 0.15 0.12 0.31
H 10.574908 -14.419448 20.330919 0.02 -0.30 -0.28 0.26
H 9.137723 -15.485035 20.673063 0.10 -0.04 -0.35 -0.13
H 10.553915 -16.720562 21.579462 0.20 -0.04 0.08 0.29
C 5.781862 -15.610451 20.920874 0.37 0.71 0.07 -0.67
O 5.833455 -16.404605 22.124265 -0.41 0.70 -1.11 -0.25
H 5.522851 -14.589283 21.203842 -0.05 0.11 0.06 0.29
H 6.753542 -15.550471 20.433001 -0.10 -0.52 0.12 0.13
H 5.005436 -15.947671 20.233808 0.18 -0.33 -0.10 0.31
H 4.911935 -16.357952 22.392764 0.11 -0.49 1.01 0.29
C 13.946491 -16.166573 20.539175 0.09 0.16 -0.88 -0.65
O 13.422201 -17.278681 19.859048 0.23 0.52 0.59 -0.33
H 14.754187 -15.820163 19.892966 0.37 0.23 0.38 0.25
H 13.228266 -15.347780 20.607447 -0.21 0.08 0.20 0.13
H 14.294049 -16.425975 21.540061 0.22 0.12 0.09 0.28
H 12.988342 -17.788495 20.551935 0.08 -0.49 -0.44 0.41
```
Positions in Å, forces in eV/Å.

<S²>: 8.76
ΔE to the lowest compared entry with this formula, charge and spin: 81.9 kcal per mole
charge: -1
energy: -3819.350301 hartree
LUMO energy (spin up / spin down): 1.81 / 1.62 eV
max |F|: 6.9 eV/Å
spin multiplicity: 6